## one
The following is a DFT calculation (wB97M-V/def2-TZVPD) of C10H19N3O4 in the gas phase.

Summary:
- E_HOMO (eV) = -9.5
- lowest unoccupied orbital energy (eV) = 0.607
- orbital gap (eV) = 10.1

Geometry as ORCA input:
```
! wB97M-V def2-TZVPD RIJCOSX def2/J DEFGRID3
* xyz 0 1
C 4.313 0.899 0.696
C 2.921 1.178 0.075
C 3.093 2.166 -1.071
C 2.172 -0.128 -0.413
N 0.769 0.112 -0.778
C -0.104 -0.989 -1.019
O 0.303 -2.116 -1.149
C -1.659 -0.701 -0.999
N -2.407 -1.821 -1.674
C -1.878 -0.477 0.468
C -3.445 -0.606 0.854
C -4.290 0.579 0.368
N -5.418 0.843 1.114
O -4.106 1.278 -0.605
C 2.251 -1.291 0.618
O 3.280 -1.891 0.736
O 1.341 -1.335 1.635
H 4.070 0.330 1.571
H 4.889 0.300 -0.042
H 4.948 1.747 1.140
H 2.266 1.576 0.865
H 2.154 2.822 -1.199
H 3.909 2.874 -0.866
H 3.350 1.669 -2.016
H 2.805 -0.403 -1.357
H 0.380 0.997 -0.796
H -1.850 0.202 -1.590
H -1.970 -2.012 -2.636
H -2.089 -2.574 -1.043
H -1.423 0.466 0.838
H -1.286 -1.304 0.892
H -3.726 -1.660 0.475
H -3.529 -0.774 1.954
H -5.895 1.623 0.730
H -5.831 0.423 1.932
H 1.692 -2.000 2.291
*
```

## two
The following is a DFT calculation (wB97M-V/def2-TZVPD) of C10H19N3O4 in the gas phase.

Summary:
- E_HOMO (eV) = -9.4
- lowest unoccupied orbital energy (eV) = 0.362
- orbital gap (eV) = 9.7

Geometry as ORCA input:
```
! wB97M-V def2-TZVPD RIJCOSX def2/J DEFGRID3
* xyz 0 1
C -2.519 1.730 -1.338
C -3.125 0.661 -0.419
C -2.221 -0.590 -0.313
C -3.221 -1.845 -0.051
C -0.937 -0.493 0.643
N -1.161 -0.461 2.107
C 0.356 0.179 0.129
O 0.532 0.517 -1.072
N 1.093 0.479 1.163
C 2.514 0.695 1.000
C 3.345 -0.641 0.732
C 3.124 -1.660 -0.457
N 2.185 -1.642 -1.476
O 3.953 -2.605 -0.411
C 2.740 1.793 -0.025
O 3.256 1.571 -1.107
O 2.280 2.891 0.418
H -2.949 2.774 -1.382
H -2.590 1.517 -2.466
H -1.455 1.880 -1.100
H -4.022 0.153 -0.876
H -3.563 1.012 0.531
H -1.772 -0.834 -1.415
H -3.882 -1.854 0.871
H -2.632 -2.739 -0.111
H -3.934 -1.777 -0.939
H -0.317 -1.437 0.439
H -0.994 0.497 2.393
H -2.204 -0.493 2.323
H 0.853 0.269 2.075
H 3.055 1.177 1.893
H 4.358 -0.443 0.802
H 3.219 -1.223 1.702
H 2.756 -1.833 -2.291
H 1.747 -0.587 -1.568
H 2.133 3.363 -0.404
*
```

Stability comparison, relative energies in kJ/mol: one 0.0; two 192.2

## one
The following is a DFT calculation (wB97M-V/def2-TZVPD) of a molecular structure, CN2O3S.

Summary:
- E_HOMO (eV) = -11.4
- lowest unoccupied orbital energy (eV) = -3.860
- orbital gap (eV) = 7.5

Geometry as ORCA input:
```
! wB97M-V def2-TZVPD RIJCOSX def2/J DEFGRID3
* xyz 0 1
C 0.656 -1.820 0.070
N 0.214 -2.886 0.065
N -0.709 1.314 -0.104
O -0.918 0.577 -1.083
O -1.297 2.297 0.208
O 0.338 1.045 0.732
S 1.715 -0.528 0.111
*
```

## two
The following is a DFT calculation (wB97M-V/def2-TZVPD) of CN2O3S in the gas phase.

Summary:
- E_HOMO (eV) = -10.7
- lowest unoccupied orbital energy (eV) = -1.803
- orbital gap (eV) = 8.9

Geometry as ORCA input:
```
! wB97M-V def2-TZVPD RIJCOSX def2/J DEFGRID3
* xyz 0 1
C 1.278 0.143 -0.571
N 2.181 -0.285 -1.113
N -0.748 -0.603 0.767
O -0.260 -0.923 1.831
O -1.517 -1.102 0.023
O -0.950 1.543 -0.982
S 0.017 1.228 0.045
*
```

Stability comparison, relative energies in kJ/mol: one 143.6; two 0.0

## one
The following is a DFT calculation (wB97M-V/def2-TZVPD) of C5H7NS in the gas phase.

Summary:
- E_HOMO (eV) = -8.9
- lowest unoccupied orbital energy (eV) = 0.918
- orbital gap (eV) = 9.9

Geometry as ORCA input:
```
! wB97M-V def2-TZVPD RIJCOSX def2/J DEFGRID3
* xyz 0 1
C 0.363 -2.191 -1.935
C 0.258 -1.480 -0.977
C -0.087 -0.592 0.106
S 1.189 0.078 1.216
C 0.011 1.454 1.033
C -0.531 0.850 -0.343
N -1.925 0.958 -0.745
H 0.556 -2.812 -2.778
H -0.904 -1.014 0.667
H 0.360 2.482 0.817
H -0.773 1.469 1.814
H 0.007 1.192 -1.233
H -2.321 1.924 -0.809
H -2.565 0.559 -0.020
*
```

## two
The following is a DFT calculation (wB97M-V/def2-TZVPD) of C5H7NS in the gas phase.

Summary:
- E_HOMO (eV) = -8.8
- lowest unoccupied orbital energy (eV) = -0.261
- orbital gap (eV) = 8.5

Geometry as ORCA input:
```
! wB97M-V def2-TZVPD RIJCOSX def2/J DEFGRID3
* xyz 0 1
C -2.745 -1.310 0.196
C -1.757 -0.597 -0.427
C -1.248 0.501 0.375
N -0.775 1.641 -0.480
C 0.204 0.912 0.393
C 1.151 0.105 -0.355
S 2.558 -0.595 0.099
H -3.059 -1.067 1.157
H -3.047 -2.254 -0.318
H -1.280 -0.783 -1.399
H -1.724 0.811 1.273
H -1.139 2.575 -0.052
H 0.469 1.250 1.379
H 0.653 -0.159 -1.345
*
```

## three
The following is a DFT calculation (wB97M-V/def2-TZVPD) of a molecular structure, C5H7NS.

Summary:
- E_HOMO (eV) = -8.3
- lowest unoccupied orbital energy (eV) = 0.967
- orbital gap (eV) = 9.3

Geometry as ORCA input:
```
! wB97M-V def2-TZVPD RIJCOSX def2/J DEFGRID3
* xyz 0 1
C 1.087 0.940 -0.008
C 0.649 -0.124 1.026
C 0.616 -0.124 -1.077
C -0.907 -0.158 -0.760
C -0.819 -0.140 0.763
H 2.187 1.089 0.019
H 0.572 1.910 -0.111
H 1.149 -0.265 2.030
H 0.890 0.002 -2.081
H -1.585 0.494 -1.295
H -2.361 -1.296 0.134
H -1.484 0.418 1.445
N -1.373 -1.324 -0.037
S 1.380 -1.421 -0.048
*
```

Stability comparison, relative energies in kJ/mol: one 0.0; two 28.3; three 7.9